Formula: C11H14AuO5PSTe
Source: the Open Molecules 2025 dataset
Level of theory: ωB97M-V/def2-TZVPD

Each line ends with the Löwdin charge.
CARTESIAN COORDINATES (ANGSTROEM)
Au: 0.04 0.84 0.75  0.234
O: -2.29 -0.66 4.32  -0.079
C: -1.39 -0.56 3.46  -0.663
O: -1.51 0.11 2.40  -0.193
C: -0.09 -1.33 3.77  -0.138
C: -0.03 -1.82 5.08  -0.070
C: 1.04 -2.54 5.59  -0.139
C: 2.13 -2.77 4.76  -0.146
C: 2.11 -2.29 3.46  -0.187
C: 1.02 -1.58 2.92  -0.633
S: 1.22 -1.20 1.22  0.488
H: -0.90 -1.63 5.70  0.094
H: 1.03 -2.91 6.60  0.074
H: 3.01 -3.30 5.12  0.079
H: 2.96 -2.46 2.81  0.066
C: -1.35 -1.45 -1.74  -0.093
C: -0.87 -0.29 -2.60  -0.358
O: 0.44 0.16 -2.25  -0.317
P: 0.78 1.69 -1.78  0.055
O: 2.18 1.83 -1.38  -0.389
Te: -1.03 2.79 -0.64  0.445
O: 0.77 2.36 -3.32  -0.324
C: -0.37 2.53 -4.11  -0.397
C: -0.11 3.64 -5.12  -0.092
H: -2.28 -1.85 -2.16  0.066
H: -1.54 -1.12 -0.72  0.048
H: -0.60 -2.23 -1.70  0.071
H: -1.59 0.53 -2.55  0.055
H: -0.82 -0.62 -3.65  0.103
H: -1.23 2.79 -3.49  0.035
H: -0.61 1.60 -4.65  0.103
H: 0.15 4.56 -4.58  0.072
H: -1.00 3.82 -5.73  0.062
H: 0.73 3.38 -5.76  0.066

As for the relative energy (zero: lowest compared OMol25 entry of this formula, charge and spin): 50.8 kJ/mol. As for the charge: -2. The value obtained for the LUMO energy is 4.4 eV. For the HOMO-LUMO gap, the calculation gives 5.59 eV. The value obtained for the HOMO energy is -1.2 eV.



Formula: C11H14BCrN7S
Source: the Open Molecules 2025 dataset
Level of theory: ωB97M-V/def2-TZVPD

Each line ends with the Mulliken spin population.
CARTESIAN COORDINATES (ANGSTROEM)
H: 0.97 3.31 0.22  0.001
N: 0.53 1.74 -1.13  -0.057
B: 0.16 0.34 -3.22  -0.048
N: 0.54 1.68 -2.53  0.016
C: 0.90 2.87 -3.04  0.024
Cr: 0.02 -0.02 -0.16  2.925
H: 0.96 2.99 -4.12  0.001
C: 1.14 3.76 -1.99  -0.003
H: 1.44 4.79 -2.07  0.000
C: 0.90 3.02 -0.81  0.038
H: 0.22 0.47 -4.41  0.000
C: -0.53 -1.73 1.03  0.145
H: -0.51 -1.59 2.16  0.021
H: 0.19 -2.51 0.79  -0.004
H: -1.54 -2.00 0.76  0.006
N: -1.28 -0.05 -2.81  0.013
N: 1.15 -0.76 -2.76  0.026
N: -1.56 -0.24 -1.46  -0.063
N: 1.24 -1.06 -1.40  -0.044
C: -2.39 -0.24 -3.55  0.021
C: 2.01 -1.52 -3.47  0.025
H: -2.34 -0.13 -4.62  0.002
H: 2.06 -1.42 -4.54  0.002
C: -3.45 -0.56 -2.70  -0.003
C: 2.69 -2.36 -2.58  0.003
C: -2.89 -0.55 -1.40  0.012
C: 2.18 -2.04 -1.30  0.033
H: -4.47 -0.77 -2.98  0.000
H: 3.45 -3.09 -2.82  0.001
H: -3.35 -0.75 -0.45  0.000
H: 2.43 -2.44 -0.33  0.002
H: -0.92 0.81 1.06  0.045
S: 0.04 0.05 2.10  0.636
C: -0.01 0.00 3.83  0.002
N: 0.00 0.00 5.02  0.223

As for the relative energy (zero: lowest compared OMol25 entry of this formula, charge and spin): 592.8 kJ/mol. As for the charge: 0. The value obtained for the LUMO energy (spin up / spin down) is 0.3 / -0.7 eV. The spin multiplicity is 5. For the HOMO-LUMO gap (spin up / spin down), the calculation gives 7.42 / 5.90 eV. The value obtained for the HOMO energy (spin up / spin down) is -7.2 / -6.6 eV.



Formula: C11H14BN7PbS
Source: the Open Molecules 2025 dataset
Level of theory: ωB97M-V/def2-TZVPD

Each line ends with the Löwdin charge.
CARTESIAN COORDINATES (ANGSTROEM)
H: -2.76 -0.29 -2.17  0.084
N: -0.74 0.25 -1.99  -0.213
B: 1.82 0.59 -2.47  -0.543
N: 0.42 -0.15 -2.62  0.011
C: 0.11 -1.13 -3.49  -0.006
Pb: -1.51 2.24 -1.24  1.481
H: 0.87 -1.58 -4.15  0.165
C: -1.26 -1.37 -3.45  -0.019
H: -1.84 -2.09 -4.06  0.133
C: -1.77 -0.49 -2.51  -0.176
H: 2.15 0.89 -3.56  0.126
C: -0.36 -0.12 1.70  0.162
H: -1.17 0.55 2.16  0.097
H: 0.66 0.31 1.57  0.095
H: -0.66 -0.78 0.84  0.078
N: 2.72 -0.29 -1.64  -0.079
N: 1.79 1.92 -1.76  -0.020
N: 2.23 -1.12 -0.68  0.036
N: 0.83 2.46 -0.95  -0.162
C: 4.03 -0.47 -1.78  -0.087
C: 2.75 2.83 -1.98  -0.017
H: 4.57 0.14 -2.46  0.116
H: 3.58 2.65 -2.62  0.139
C: 4.45 -1.50 -0.95  -0.042
C: 2.41 4.04 -1.38  0.005
C: 3.23 -1.98 -0.38  -0.131
C: 1.18 3.78 -0.76  -0.151
H: 5.43 -1.93 -0.87  0.097
H: 2.90 5.01 -1.40  0.127
H: 3.06 -2.86 0.27  0.112
H: 0.46 4.36 -0.21  0.092
H: -0.69 -1.03 2.53  0.005
S: -4.14 -1.67 2.83  1.007
C: -2.56 -1.84 2.87  -0.693
N: -1.35 -1.92 2.99  0.170

As for the relative energy (zero: lowest compared OMol25 entry of this formula, charge and spin): 253.5 kJ/mol. As for the charge: +2. The value obtained for the LUMO energy (spin up / spin down) is -11.5 / -11.5 eV. For the HOMO-LUMO gap (spin up / spin down), the calculation gives 2.06 / 2.06 eV. The value obtained for the HOMO energy (spin up / spin down) is -13.6 / -13.6 eV.



Formula: C11H14BN7SeSn
Source: the Open Molecules 2025 dataset
Level of theory: ωB97M-V/def2-TZVPD

Each line ends with the Löwdin charge.
CARTESIAN COORDINATES (ANGSTROEM)
H: 1.25 2.89 0.01  0.128
N: 0.85 1.47 -1.53  -0.196
B: 0.34 0.25 -3.71  -0.473
N: 0.72 1.49 -2.87  -0.015
C: 0.90 2.76 -3.27  -0.026
Sn: 1.27 -0.35 -0.52  1.311
H: 0.85 3.00 -4.33  0.135
C: 1.13 3.55 -2.14  -0.032
H: 1.29 4.60 -2.12  0.103
C: 1.12 2.71 -1.04  -0.095
H: 0.21 0.43 -4.88  0.122
C: -1.35 -0.36 2.24  -0.149
H: -0.32 -0.13 2.42  -0.038
H: -1.41 -1.33 1.79  -0.032
H: -1.69 0.37 1.52  -0.027
N: -1.02 -0.23 -3.14  -0.057
N: 1.35 -0.94 -3.42  0.004
N: -1.14 -0.59 -1.81  -0.005
N: 1.52 -1.49 -2.17  -0.244
C: -2.22 -0.29 -3.74  -0.080
C: 2.13 -1.63 -4.26  -0.019
H: -2.30 -0.04 -4.78  0.119
H: 2.10 -1.38 -5.31  0.137
C: -3.16 -0.69 -2.80  -0.052
C: 2.83 -2.60 -3.52  -0.030
C: -2.44 -0.85 -1.59  -0.109
C: 2.46 -2.47 -2.20  -0.124
H: -4.22 -0.87 -2.93  0.096
H: 3.52 -3.33 -3.89  0.101
H: -2.79 -1.12 -0.58  0.115
H: 2.68 -3.01 -1.28  0.119
H: -1.86 -0.39 3.39  -0.088
Se: 0.30 0.60 6.40  0.375
C: -0.97 0.14 5.27  -0.965
N: -1.90 -0.17 4.61  -0.007

As for the relative energy (zero: lowest compared OMol25 entry of this formula, charge and spin): 14.0 kJ/mol. As for the charge: 0. The value obtained for the LUMO energy is -1.5 eV. For the HOMO-LUMO gap, the calculation gives 4.15 eV. The value obtained for the HOMO energy is -5.7 eV.



Formula: C11H14BN7Sr
Source: the Open Molecules 2025 dataset
Level of theory: ωB97M-V/def2-TZVPD

Each line ends with the Löwdin charge.
CARTESIAN COORDINATES (ANGSTROEM)
H: -0.37 -2.11 3.09  0.094
N: -0.56 -1.23 1.18  -0.003
B: -1.35 -0.51 -1.08  -0.499
N: -1.49 -1.38 0.18  -0.038
C: -2.37 -2.33 0.50  -0.099
Sr: 1.63 0.42 0.97  1.336
H: -3.16 -2.58 -0.23  0.137
C: -2.04 -2.79 1.73  -0.102
H: -2.58 -3.58 2.30  0.108
C: -0.93 -2.08 2.15  -0.167
H: -2.14 -0.82 -1.91  0.115
C: 3.11 1.81 0.46  -0.468
H: 3.90 1.54 1.30  0.019
H: 2.85 2.81 0.45  -0.076
H: 3.48 1.74 -0.47  -0.108
N: 0.14 -0.69 -1.60  0.010
N: -1.49 0.96 -0.67  -0.039
N: 1.33 -0.37 -0.87  -0.280
N: -0.54 1.54 0.14  -0.030
C: 0.49 -1.17 -2.80  -0.074
C: -2.42 1.86 -1.01  -0.097
H: -0.37 -1.44 -3.45  0.138
H: -3.22 1.53 -1.70  0.134
C: 1.89 -1.18 -2.88  -0.062
C: -2.10 3.03 -0.40  -0.095
C: 2.38 -0.68 -1.65  -0.137
C: -0.93 2.82 0.32  -0.136
H: 2.45 -1.52 -3.77  0.097
H: -2.67 3.98 -0.48  0.104
H: 3.42 -0.53 -1.32  0.119
H: -0.35 3.48 0.97  0.114
H: 1.90 -0.65 2.76  0.044
N: 0.78 0.06 4.42  0.153
C: 1.33 0.07 3.37  -0.212

As for the relative energy (zero: lowest compared OMol25 entry of this formula, charge and spin): 345.9 kJ/mol. As for the charge: 0. The value obtained for the LUMO energy is -1.1 eV. For the HOMO-LUMO gap, the calculation gives 5.71 eV. The value obtained for the HOMO energy is -6.8 eV.



Formula: C11H14BN7W
Source: the Open Molecules 2025 dataset
Level of theory: ωB97M-V/def2-TZVPD

Each line ends with the Mulliken spin population.
CARTESIAN COORDINATES (ANGSTROEM)
H: 0.87 3.15 0.39  -0.001
N: 0.49 1.69 -1.12  -0.053
B: 0.22 0.39 -3.34  0.039
N: 0.52 1.70 -2.52  -0.007
C: 0.93 2.91 -2.93  0.044
W: 0.05 -0.14 -0.20  1.919
H: 0.97 3.08 -4.01  0.001
C: 1.12 3.72 -1.81  0.005
H: 1.41 4.76 -1.84  0.001
C: 0.87 2.94 -0.68  0.014
H: 0.32 0.56 -4.52  0.000
C: -0.76 -1.58 1.38  -0.004
H: -0.45 -1.91 2.37  0.004
H: -0.29 -2.35 0.69  -0.023
H: -1.85 -1.69 1.25  0.010
N: -1.21 -0.06 -2.96  -0.027
N: 1.21 -0.74 -2.85  -0.010
N: -1.53 -0.30 -1.63  0.050
N: 1.26 -1.12 -1.48  0.068
C: -2.32 -0.21 -3.70  0.024
C: 2.09 -1.49 -3.53  0.004
H: -2.32 -0.01 -4.75  0.001
H: 2.18 -1.41 -4.62  0.002
C: -3.38 -0.57 -2.85  0.005
C: 2.74 -2.36 -2.66  0.001
C: -2.85 -0.66 -1.56  -0.016
C: 2.21 -2.12 -1.39  -0.041
H: -4.39 -0.73 -3.17  0.001
H: 3.46 -3.11 -2.97  0.000
H: -3.33 -0.91 -0.63  -0.001
H: 2.44 -2.61 -0.45  -0.002
H: -0.74 0.05 3.19  0.005
N: 0.44 0.91 1.50  -0.013
C: -0.41 0.21 2.10  -0.002

As for the relative energy (zero: lowest compared OMol25 entry of this formula, charge and spin): 0.0 kJ/mol. As for the charge: +2. The value obtained for the LUMO energy (spin up / spin down) is -9.0 / -8.5 eV. The spin multiplicity is 3. For the HOMO-LUMO gap (spin up / spin down), the calculation gives 6.73 / 7.62 eV. The value obtained for the HOMO energy (spin up / spin down) is -15.7 / -16.1 eV.



Formula: C11H14Cl3N4O5RuSe
Source: the Open Molecules 2025 dataset
Level of theory: ωB97M-V/def2-TZVPD

Each line ends with the Mulliken spin population.
CARTESIAN COORDINATES (ANGSTROEM)
Ru: 0.33 0.62 0.36  2.773
N: 0.33 2.85 0.98  0.091
C: 0.65 2.88 2.43  -0.011
C: 0.23 1.59 3.13  -0.034
O: -0.06 1.55 4.30  0.136
N: 0.28 0.49 2.29  0.358
C: 0.04 -0.83 2.78  0.011
C: -0.99 -1.50 1.79  0.037
O: -1.65 -2.42 2.14  0.054
O: -0.96 -0.95 0.59  0.097
H: 1.07 3.29 0.44  0.001
H: -0.54 3.34 0.80  0.002
H: 0.19 3.72 2.94  0.002
H: 1.73 2.96 2.55  -0.002
H: -0.31 -0.86 3.80  0.004
H: 0.94 -1.45 2.66  0.021
Cl: 4.93 -1.77 0.35  0.002
C: 4.45 -0.13 -0.02  -0.002
Cl: 5.37 1.02 0.94  0.002
Cl: 4.66 0.19 -1.76  0.001
C: 2.93 0.09 0.22  -0.004
O: 2.18 -0.90 0.32  0.146
O: 2.52 1.28 0.24  0.093
C: -0.04 -2.72 -1.93  0.006
N: -1.21 -1.86 -2.12  -0.005
C: -2.51 -2.28 -2.16  -0.001
C: -3.28 -1.18 -2.27  0.003
N: -2.44 -0.09 -2.28  0.002
C: -2.84 1.30 -2.31  0.001
C: -1.17 -0.53 -2.17  0.023
Se: 0.38 0.55 -2.05  0.209
H: -0.38 -3.74 -1.77  0.001
H: 0.51 -2.39 -1.05  -0.015
H: 0.61 -2.67 -2.80  0.002
H: -2.79 -3.32 -2.12  0.000
H: -4.35 -1.08 -2.33  0.000
H: -3.91 1.37 -2.43  0.000
H: -2.34 1.82 -3.13  -0.003
H: -2.56 1.79 -1.37  -0.001

As for the relative energy (zero: lowest compared OMol25 entry of this formula, charge and spin): 2.3 kJ/mol. As for the charge: +1. The value obtained for the LUMO energy (spin up / spin down) is -4.2 / -6.2 eV. The spin multiplicity is 5. For the HOMO-LUMO gap (spin up / spin down), the calculation gives 8.49 / 6.59 eV. The value obtained for the HOMO energy (spin up / spin down) is -12.7 / -12.8 eV.



Formula: C11H14ClN4O2S
Source: the Open Molecules 2025 dataset
Level of theory: ωB97M-V/def2-TZVPD

Each line ends with the Löwdin charge.
CARTESIAN COORDINATES (ANGSTROEM)
C: -1.15 -0.53 3.40  -0.004
C: -0.13 0.66 3.65  -0.400
O: -0.43 1.55 4.49  0.072
O: 1.12 0.85 2.97  -0.060
C: 0.74 1.08 1.57  -0.199
C: 2.04 1.51 0.74  -0.146
C: 1.76 2.08 -0.74  -0.180
C: 0.27 1.80 -1.31  -0.129
C: -0.02 0.22 -1.57  -0.068
C: 0.98 -0.45 -2.54  0.086
C: 0.68 -1.99 -2.71  -0.442
Cl: 1.67 -3.07 -3.75  0.695
C: -0.55 -2.39 -1.83  -0.229
N: -0.88 -3.84 -1.89  0.082
N: -1.39 -1.65 -1.01  0.161
N: -1.12 -0.35 -0.88  -0.166
N: -1.97 0.37 -0.02  0.068
C: -3.13 0.40 -0.67  -0.534
S: -4.66 0.14 -1.27  0.831
H: -0.94 -1.47 4.02  0.104
H: -1.27 -0.82 2.30  0.046
H: -2.18 -0.15 3.76  0.105
H: 0.44 0.03 1.17  0.109
H: -0.16 1.77 1.45  0.132
H: 2.53 2.38 1.33  0.133
H: 2.84 0.70 0.65  0.124
H: 1.85 3.23 -0.68  0.128
H: 2.59 1.75 -1.47  0.113
H: 0.26 2.25 -2.38  0.135
H: -0.56 2.32 -0.75  0.111
H: 1.86 0.07 -3.07  0.140
H: -1.20 -4.08 -0.93  0.108
H: 0.00 -4.38 -2.01  0.073

As for the charge: +1. The structure (SMILES) is CC(=O)OCCCCc1cc(Cl)c(N)n[n+]1N=C=S. The value obtained for the LUMO energy is -5.5 eV. For the HOMO-LUMO gap, the calculation gives 7.08 eV. The value obtained for the HOMO energy is -12.6 eV.



| no. | electronic energy (hartree) |
| --- | --- |
| 1 | -1947.19041 |
| 2 | -2278.20942 |
| 3 | -1425.97141 |
| 4 | -3451.36594 |
| 5 | -866.27158 |
| 6 | -902.18502 |
| 7 | -4899.46585 |
| 8 | -1654.92289 |